No. 1
{"formula": "C34H50As2BrIrN4O12S", "method": "ωB97M-V with the def2-TZVPD basis set", "e_above_lowest_kcal_mol": 25.1, "homo_ev": [-12.28, -12.76], "multiplicity": 5, "homo_lumo_gap_ev": [6.713, 4.259], "total_energy_ev": -271977.998, "charge": 2, "symbols": ["Ir", "C", "C", "S", "O", "C", "C", "H", "H", "H", "H", "H", "H", "H", "H", "H", "H", "C", "O", "C", "O", "C", "C", "As", "C", "C", "C", "As", "C", "C", "O", "O", "C", "C", "O", "O", "C", "C", "O", "O", "C", "H", "H", "H", "H", "H", "H", "H", "H", "H", "H", "H", "H", "H", "H", "H", "H", "H", "H", "C", "C", "N", "C", "N", "C", "C", "C", "N", "C", "H", "H", "H", "H", "H", "H", "H", "H", "H", "H", "H", "H", "H", "Br", "C", "C", "C", "C", "C", "C", "C", "O", "O", "H", "H", "H", "H", "C", "C", "N", "O", "H", "H", "H", "H", "H"], "xyz": [[0.70, 0.13, -0.26], [0.98, 5.83, -0.08], [2.30, 5.09, -0.04], [2.33, 3.44, -0.77], [1.06, 2.75, -0.31], [2.11, 3.80, -2.54], [0.66, 3.82, -3.01], [1.05, 6.71, 0.56], [0.19, 5.20, 0.33], [0.72, 6.16, -1.08], [2.63, 4.92, 0.98], [3.11, 5.63, -0.55], [2.66, 3.00, -3.05], [2.63, 4.74, -2.73], [0.17, 2.88, -2.76], [0.65, 3.93, -4.09], [0.10, 4.64, -2.58], [-3.00, -1.08, -4.24], [-3.35, -0.76, -2.87], [-2.54, 0.05, -2.23], [-1.53, 0.54, -2.69], [-2.93, 0.30, -0.80], [-4.08, -0.12, -0.26], [-4.35, -0.22, 1.60], [-6.15, 0.40, 1.94], [-3.09, 0.85, 2.51], [-2.02, 1.39, 1.92], [-1.48, 1.29, 0.07], [-1.98, 3.04, -0.60], [-1.01, 2.22, 2.68], [-0.84, 3.38, 2.42], [-0.32, 1.46, 3.52], [0.64, 2.16, 4.35], [-3.35, 1.03, 3.98], [-2.90, 1.93, 4.63], [-4.16, 0.07, 4.43], [-4.51, 0.15, 5.84], [-5.25, -0.67, -1.03], [-5.88, -0.02, -1.81], [-5.53, -1.91, -0.62], [-6.69, -2.54, -1.23], [-3.61, -1.94, -4.50], [-1.94, -1.32, -4.30], [-3.24, -0.23, -4.88], [-6.84, -0.20, 1.36], [-6.17, 1.44, 1.61], [-6.37, 0.31, 3.00], [-2.99, 3.27, -0.29], [-1.91, 2.98, -1.68], [-1.27, 3.75, -0.20], [0.72, 1.58, 5.26], [0.29, 3.17, 4.56], [1.60, 2.19, 3.83], [-5.23, -0.63, 6.01], [-4.93, 1.13, 6.05], [-3.62, -0.01, 6.44], [-6.98, -3.33, -0.55], [-6.42, -2.94, -2.20], [-7.49, -1.80, -1.35], [4.80, -1.03, -3.67], [3.44, -0.42, -3.93], [2.84, 0.04, -2.68], [3.51, 0.18, -1.51], [2.79, 0.41, -0.42], [3.48, 0.66, 0.85], [4.80, -0.06, 0.91], [5.62, 0.35, -0.30], [4.85, 0.12, -1.52], [5.58, -0.10, -2.76], [5.33, -1.20, -4.60], [4.68, -2.00, -3.17], [2.76, -1.14, -4.39], [3.54, 0.43, -4.62], [1.85, -0.09, -2.58], [2.82, 0.33, 1.66], [3.64, 1.74, 0.97], [4.63, -1.14, 0.90], [5.34, 0.18, 1.83], [6.54, -0.24, -0.37], [5.91, 1.40, -0.23], [6.55, -0.53, -2.50], [5.78, 0.86, -3.26], [3.54, -8.10, 0.52], [2.92, -6.34, 0.40], [2.44, -5.86, -0.82], [1.98, -4.56, -0.91], [1.99, -3.74, 0.22], [2.47, -4.22, 1.43], [2.94, -5.52, 1.52], [1.50, -2.34, 0.12], [1.10, -1.89, -1.00], [1.45, -1.60, 1.14], [2.43, -6.51, -1.68], [1.60, -4.18, -1.84], [2.49, -3.57, 2.29], [3.32, -5.90, 2.46], [-2.23, -3.74, 0.92], [-1.50, -2.50, 1.37], [-0.96, -2.51, 2.60], [-1.42, -1.51, 0.63], [-2.19, -4.56, 1.63], [-1.79, -4.06, -0.03], [-3.27, -3.48, 0.72], [-0.95, -3.35, 3.15], [-0.32, -1.77, 2.83]], "lowdin_spin": [2.270, 0.001, 0.006, 0.010, 0.094, 0.001, 0.001, 0.000, 0.000, 0.000, 0.000, 0.001, 0.000, 0.000, 0.001, 0.000, 0.000, 0.001, 0.005, 0.013, 0.028, 0.116, 0.042, 0.479, 0.097, 0.061, 0.091, 0.084, 0.036, 0.010, 0.005, 0.004, 0.001, 0.000, -0.001, 0.009, 0.000, -0.002, -0.002, 0.008, 0.000, 0.000, 0.000, 0.000, 0.000, 0.018, 0.000, 0.002, 0.001, 0.002, 0.000, 0.000, 0.000, 0.000, 0.000, 0.000, 0.000, 0.000, 0.000, 0.000, 0.001, 0.009, 0.025, 0.111, 0.010, 0.004, 0.001, 0.014, 0.002, 0.000, 0.000, 0.000, 0.000, 0.007, 0.002, 0.001, 0.000, 0.000, 0.000, 0.000, 0.000, 0.001, 0.001, 0.002, 0.000, 0.003, 0.006, 0.003, 0.000, 0.019, 0.117, 0.098, 0.000, 0.001, 0.001, 0.000, 0.005, 0.011, 0.003, 0.045, 0.000, 0.000, 0.003, 0.000, 0.000]}


No. 2
{"formula": "C4H7N3", "method": "ωB97M-V with the def2-TZVPD basis set", "e_above_lowest_kcal_mol": 139.7, "homo_ev": -8.58, "homo_lumo_gap_ev": 8.781, "total_energy_ev": -8725.621, "symbols": ["C", "C", "N", "C", "N", "C", "N", "H", "H", "H", "H", "H", "H", "H"], "xyz": [[0.62, 0.61, 2.07], [0.48, 0.62, 0.56], [-0.54, -0.32, 0.10], [-0.34, -1.16, -0.91], [0.21, -0.63, -2.55], [-1.29, -1.99, -1.59], [-1.04, -1.15, -2.60], [0.92, -0.38, 2.43], [-0.32, 0.88, 2.56], [1.38, 1.33, 2.38], [1.42, 0.34, 0.08], [0.22, 1.63, 0.21], [-1.46, -0.23, 0.51], [0.88, -1.40, -2.61]], "nbo_charge": [-0.617, -0.208, -0.591, 0.296, -0.409, -0.082, -0.207, 0.217, 0.207, 0.224, 0.213, 0.199, 0.413, 0.345]}


No. 3
{"formula": "C19H32BCl4OP", "method": "ωB97M-V with the def2-TZVPD basis set", "e_above_lowest_kcal_mol": 0.0, "homo_ev": -7.92, "homo_lumo_gap_ev": 5.535, "total_energy_ev": -82328.477, "symbols": ["Cl", "B", "Cl", "Cl", "O", "C", "C", "C", "C", "C", "Cl", "C", "C", "H", "H", "H", "H", "H", "C", "C", "C", "C", "P", "C", "C", "C", "C", "C", "C", "C", "C", "H", "H", "H", "H", "H", "H", "H", "H", "H", "H", "H", "H", "H", "H", "H", "H", "H", "H", "H", "H", "H", "H", "H", "H", "H", "H", "H"], "xyz": [[3.57, -1.47, 4.49], [2.60, 0.08, 4.26], [0.79, -0.29, 3.86], [2.72, 1.17, 5.78], [3.16, 0.86, 3.08], [2.65, 1.97, 2.68], [3.33, 2.81, 1.72], [2.86, 4.10, 1.40], [3.46, 4.86, 0.40], [4.59, 4.34, -0.26], [5.29, 5.22, -1.55], [5.13, 3.10, 0.10], [4.51, 2.34, 1.09], [1.71, 2.30, 3.15], [2.03, 4.51, 1.97], [3.10, 5.84, 0.13], [6.02, 2.73, -0.40], [4.96, 1.41, 1.42], [-5.31, 2.00, -0.47], [-4.00, 1.42, -1.01], [-2.85, 1.53, 0.00], [-1.48, 1.03, -0.51], [-1.51, -0.77, -0.97], [0.15, -1.09, -1.70], [0.13, -1.29, -3.23], [-0.66, -2.50, -3.74], [-0.58, -2.69, -5.25], [-1.40, -1.58, 0.70], [-1.49, -3.11, 0.62], [-1.31, -3.80, 1.98], [0.08, -3.66, 2.58], [-6.08, 1.96, -1.24], [-5.68, 1.43, 0.39], [-5.20, 3.04, -0.17], [-4.14, 0.37, -1.27], [-3.72, 1.94, -1.93], [-2.74, 2.59, 0.30], [-3.12, 0.98, 0.91], [-1.19, 1.57, -1.42], [-0.69, 1.19, 0.24], [0.81, -0.25, -1.44], [0.55, -1.98, -1.20], [-0.27, -0.38, -3.70], [1.17, -1.38, -3.58], [-0.29, -3.40, -3.24], [-1.71, -2.39, -3.44], [-1.10, -3.60, -5.54], [-1.05, -1.86, -5.79], [0.46, -2.78, -5.59], [-0.49, -1.25, 1.23], [-2.25, -1.20, 1.27], [-2.47, -3.38, 0.22], [-0.73, -3.49, -0.09], [-2.06, -3.40, 2.68], [-1.55, -4.86, 1.85], [0.16, -4.25, 3.50], [0.86, -3.98, 1.89], [0.28, -2.61, 2.86]], "nbo_charge": [-0.210, 0.384, -0.266, -0.249, -0.540, 0.519, -0.232, -0.101, -0.252, 0.034, 0.068, -0.247, -0.091, 0.215, 0.235, 0.245, 0.245, 0.251, -0.602, -0.404, -0.396, -0.697, 0.772, -0.705, -0.391, -0.405, -0.601, -0.710, -0.396, -0.390, -0.619, 0.209, 0.203, 0.198, 0.215, 0.192, 0.198, 0.198, 0.218, 0.208, 0.215, 0.224, 0.193, 0.197, 0.192, 0.214, 0.210, 0.201, 0.198, 0.217, 0.221, 0.207, 0.190, 0.194, 0.198, 0.212, 0.196, 0.220]}


No. 4
{"formula": "C2H5N3OS", "method": "ωB97M-V with the def2-TZVPD basis set", "e_above_lowest_kcal_mol": 54.8, "homo_ev": -9.72, "smiles": "[H]/N=C(/NN)SC=O", "homo_lumo_gap_ev": 10.056, "total_energy_ev": -19506.574, "symbols": ["C", "C", "H", "H", "H", "H", "H", "N", "N", "N", "O", "S"], "xyz": [[-0.35, 0.38, 0.65], [-0.54, -2.33, -0.45], [0.60, 2.29, -0.70], [1.82, 1.96, 0.30], [0.66, -0.27, -1.03], [-1.61, 1.21, 1.73], [-1.06, -3.32, -0.36], [1.32, 1.62, -0.55], [0.76, 0.39, -0.21], [-0.85, 1.45, 1.11], [0.28, -2.06, -1.32], [-1.02, -1.32, 0.83]], "nbo_charge": [0.306, 0.196, 0.347, 0.351, 0.419, 0.352, 0.169, -0.630, -0.488, -0.701, -0.551, 0.230]}


No. 5
{"formula": "CH7BNO3", "method": "ωB97M-V with the def2-TZVPD basis set", "e_above_lowest_kcal_mol": 13.9, "homo_ev": -15.63, "homo_lumo_gap_ev": 11.842, "total_energy_ev": -9455.150, "charge": 1, "symbols": ["B", "C", "N", "O", "O", "O", "H", "H", "H", "H", "H", "H", "H"], "xyz": [[-1.31, -1.13, 0.50], [-0.21, 1.37, -0.01], [1.03, 0.61, -0.15], [-0.24, -1.66, -0.23], [-2.36, -1.76, 0.99], [-1.27, 0.18, 0.80], [-0.22, 2.17, 0.71], [-0.73, 1.54, -0.94], [0.72, -0.42, -0.34], [1.63, 0.94, -0.91], [1.56, 0.60, 0.73], [-0.27, -2.59, -0.45], [-2.49, -2.71, 0.96]], "nbo_charge": [1.234, 0.117, -0.744, -0.945, -0.864, -0.733, 0.248, 0.239, 0.497, 0.451, 0.451, 0.533, 0.516]}


No. 6
{"formula": "C31H20AuF5OP2S2", "method": "ωB97M-V with the def2-TZVPD basis set", "e_above_lowest_kcal_mol": 30.6, "homo_ev": -7.47, "homo_lumo_gap_ev": 5.931, "total_energy_ev": -92044.894, "symbols": ["Au", "S", "P", "C", "P", "S", "C", "C", "C", "C", "C", "C", "C", "C", "C", "C", "C", "C", "C", "C", "C", "C", "C", "C", "C", "C", "C", "C", "C", "C", "H", "H", "H", "H", "H", "H", "H", "H", "H", "H", "H", "H", "H", "H", "H", "H", "H", "H", "H", "H", "F", "C", "C", "F", "C", "F", "C", "O", "C", "F", "C", "F"], "xyz": [[0.02, -0.44, -3.10], [2.41, -0.93, -2.62], [1.60, -0.90, -0.76], [0.00, -1.35, -1.23], [-1.63, -1.07, -0.78], [-2.40, -0.84, -2.64], [-2.03, 0.29, 0.33], [-2.54, 1.49, -0.16], [-2.81, 2.54, 0.71], [-2.57, 2.39, 2.07], [-2.07, 1.20, 2.57], [-1.81, 0.15, 1.70], [-2.20, -2.54, 0.09], [-3.35, -2.50, 0.88], [-3.81, -3.65, 1.49], [-3.13, -4.85, 1.32], [-2.00, -4.90, 0.53], [-1.53, -3.75, -0.10], [2.17, -2.22, 0.33], [3.39, -2.84, 0.07], [3.84, -3.86, 0.90], [3.06, -4.28, 1.97], [1.84, -3.67, 2.22], [1.40, -2.64, 1.40], [2.01, 0.62, 0.11], [1.66, 0.76, 1.45], [1.98, 1.93, 2.14], [2.66, 2.95, 1.49], [3.02, 2.81, 0.16], [2.70, 1.65, -0.53], [-2.71, 1.60, -1.22], [-3.21, 3.47, 0.33], [-2.78, 3.21, 2.75], [-1.89, 1.08, 3.63], [-1.45, -0.79, 2.10], [-3.88, -1.57, 1.02], [-4.70, -3.61, 2.11], [-3.50, -5.75, 1.80], [-1.47, -5.84, 0.39], [-0.65, -3.78, -0.73], [3.99, -2.53, -0.78], [4.79, -4.34, 0.70], [3.40, -5.08, 2.61], [1.23, -3.99, 3.06], [0.43, -2.19, 1.60], [1.15, -0.03, 1.98], [1.69, 2.03, 3.18], [2.90, 3.86, 2.03], [3.55, 3.60, -0.35], [2.97, 1.55, -1.58], [0.07, 6.40, -4.30], [0.05, 5.21, -3.69], [0.00, 5.12, -2.32], [-0.02, 6.24, -1.58], [-0.03, 3.89, -1.69], [-0.08, 3.86, -0.34], [-0.02, 2.67, -2.39], [-0.06, 1.52, -1.80], [0.05, 2.82, -3.78], [0.08, 1.70, -4.57], [0.08, 4.04, -4.43], [0.13, 4.09, -5.77]], "nbo_charge": [1.068, -0.483, 1.406, -1.124, 1.402, -0.465, -0.431, -0.152, -0.149, -0.198, -0.212, -0.197, -0.347, -0.190, -0.218, -0.184, -0.204, -0.197, -0.396, -0.170, -0.202, -0.195, -0.196, -0.195, -0.321, -0.211, -0.201, -0.180, -0.212, -0.172, 0.243, 0.215, 0.218, 0.216, 0.212, 0.228, 0.221, 0.218, 0.220, 0.248, 0.230, 0.221, 0.219, 0.219, 0.213, 0.211, 0.215, 0.217, 0.221, 0.237, -0.297, 0.216, 0.269, -0.299, 0.274, -0.318, 0.230, -0.874, 0.253, -0.348, 0.271, -0.296]}


No. 7
{"formula": "C4H5LiOZn", "method": "ωB97M-V with the def2-TZVPD basis set", "homo_ev": [-12.25, -13.43], "multiplicity": 2, "homo_lumo_gap_ev": [7.930, 7.981], "total_energy_ev": -54890.482, "charge": 1, "symbols": ["C", "C", "C", "H", "H", "H", "H", "O", "C", "Zn", "Li", "H"], "xyz": [[1.80, -0.78, 0.02], [0.60, -0.36, 0.38], [-0.75, -0.66, 0.86], [2.56, -0.08, -0.33], [2.03, -1.85, -0.05], [-1.38, -1.28, 0.22], [-0.94, -0.74, 1.93], [-0.87, 1.18, -1.00], [-0.42, 0.80, 0.25], [0.21, 1.32, -2.44], [-2.63, 0.82, -0.78], [-0.21, 1.62, 0.95]], "nbo_charge": [-0.356, -0.040, -0.486, 0.216, 0.229, 0.211, 0.261, -1.138, -0.003, 0.914, 0.981, 0.211]}


No. 8
{"formula": "C2H8NO", "method": "ωB97M-V with the def2-TZVPD basis set", "e_above_lowest_kcal_mol": 19.1, "homo_ev": [-23.88, -23.76], "multiplicity": 2, "homo_lumo_gap_ev": [13.257, 9.393], "total_energy_ev": -5719.743, "charge": 2, "symbols": ["N", "H", "H", "H", "H", "O", "C", "C", "H", "H", "H", "H"], "xyz": [[1.31, -0.07, 2.15], [2.29, -0.18, 2.44], [1.10, -1.10, 1.92], [0.77, 0.27, 2.91], [1.25, 0.63, 1.33], [0.44, 0.27, -0.49], [-0.15, -0.18, -1.46], [-1.54, 0.32, -1.65], [0.21, -1.03, -2.02], [-1.76, 0.57, -2.67], [-1.74, 1.03, -0.98], [-2.18, -0.54, -1.47]], "nbo_charge": [-0.884, 0.475, 0.471, 0.468, 0.467, -0.090, 0.497, -0.654, 0.320, 0.337, 0.263, 0.330]}